Molecular formula: C55H86ClF14IN10NbO2
Method: DFT, ωB97M-V/def2-TZVPD

Atoms and positions in Å:
C1 4.2991 -3.7713 -0.7268
C2 5.2284 -3.0634 -1.6681
Cl1 6.9112 -3.6503 -1.3773
C3 5.1331 -1.5406 -1.5078
Nb1 4.1908 -0.5872 -3.3172
I1 6.2482 -1.6887 -4.9324
C4 5.2959 1.3782 -3.0049
C5 6.6669 1.2697 -2.5652
O1 7.0878 1.5616 -1.4435
C6 2.3998 0.1660 -2.1725
C7 1.0921 -0.5281 -2.5474
C8 -0.1408 0.3478 -2.4363
F1 0.1540 1.6750 -2.5431
F2 -1.0083 0.0845 -3.4605
C9 -0.9553 0.1581 -1.1074
F3 -0.8790 1.2967 -0.3852
F4 -0.4276 -0.8359 -0.3420
C10 -2.4824 -0.1187 -1.2485
F5 -2.9890 -0.1067 0.0018
F6 -3.0678 0.9114 -1.9121
C11 -2.8801 -1.5201 -1.8813
F7 -3.3076 -2.3042 -0.8500
F8 -1.8007 -2.1368 -2.4336
C12 -4.1072 -1.5402 -2.8714
F9 -5.1137 -0.8276 -2.2923
F10 -4.4841 -2.8502 -2.9410
C13 -3.9975 -1.0959 -4.3628
F11 -3.9206 0.2399 -4.4852
F12 -5.1381 -1.5047 -4.9647
F13 -2.9553 -1.6927 -4.9720
C14 3.2543 0.1746 -5.3085
C15 2.4405 1.3602 -5.2275
O2 1.2473 1.5094 -5.5208
F14 3.0905 2.4340 -4.7074
H1 4.5350 -3.5384 0.2999
H2 4.3608 -4.8383 -0.8729
H3 3.2890 -3.4728 -0.9794
H4 4.9766 -3.3929 -2.6594
H5 4.5538 -1.3756 -0.6097
H6 6.1470 -1.1957 -1.3814
H7 3.2107 -2.1374 -3.5032
H8 4.7457 2.0042 -2.3113
H9 5.2725 1.8602 -3.9747
H10 7.3515 0.8767 -3.3282
H11 2.6495 0.0436 -1.1277
H12 2.3660 1.2237 -2.3924
H13 1.1194 -0.8566 -3.5731
H14 0.9888 -1.4220 -1.9555
H15 2.5671 -0.6044 -5.6058
H16 4.0078 0.2391 -6.0778
C16 -3.1251 -3.7001 -8.6544
C17 -3.6345 -4.9138 -7.8827
C18 -2.9786 -5.0846 -6.5107
C19 -1.5377 -5.2813 -6.6218
N1 -0.4014 -5.4581 -6.7088
H17 -2.0591 -3.7762 -8.8710
H18 -3.6462 -3.6028 -9.6064
H19 -3.2891 -2.7797 -8.0939
H20 -3.4688 -5.8195 -8.4687
H21 -4.7104 -4.8257 -7.7349
H22 -3.3976 -5.9519 -5.9999
H23 -3.1593 -4.2065 -5.8884
C20 -4.6277 4.5314 1.1664
C21 -3.3560 3.8026 0.7527
C22 -2.9369 2.7496 1.7873
C23 -2.6893 3.3503 3.0944
N2 -2.4937 3.8343 4.1231
H24 -4.4841 5.0819 2.0948
H25 -4.9377 5.2483 0.4066
H26 -5.4489 3.8296 1.3185
H27 -2.5472 4.5210 0.6121
H28 -3.5041 3.2995 -0.2041
H29 -2.0379 2.2289 1.4647
H30 -3.7264 2.0055 1.9048
C24 8.1975 3.3038 2.7214
C25 7.0837 3.3598 1.6835
C26 5.8022 2.6398 2.1238
C27 6.0462 1.2234 2.3572
N3 6.2305 0.0893 2.4793
H31 8.5078 2.2763 2.9145
H32 9.0721 3.8517 2.3700
H33 7.8816 3.7411 3.6686
H34 7.4287 2.9188 0.7474
H35 6.8313 4.4007 1.4729
H36 5.0446 2.7205 1.3445
H37 5.3891 3.0700 3.0378
C28 -2.2612 3.4373 -8.6095
C29 -3.4579 2.9884 -7.7793
C30 -3.3377 1.5407 -7.2829
C31 -3.2563 0.5950 -8.3882
N4 -3.1910 -0.1690 -9.2502
H38 -2.1627 2.8376 -9.5156
H39 -2.3749 4.4790 -8.9128
H40 -1.3392 3.3470 -8.0394
H41 -4.3720 3.0924 -8.3685
H42 -3.5615 3.6381 -6.9088
H43 -4.2079 1.2688 -6.6881
H44 -2.4497 1.4228 -6.6620
C32 -4.5253 5.3949 6.8855
C33 -5.8700 4.7438 7.1905
C34 -6.3368 3.8052 6.0710
C35 -6.5006 4.5232 4.8139
N5 -6.6301 5.1021 3.8254
H45 -4.5798 6.0200 5.9943
H46 -4.2124 6.0281 7.7154
H47 -3.7499 4.6467 6.7200
H48 -6.6252 5.5151 7.3514
H49 -5.7989 4.1664 8.1135
H50 -7.2916 3.3469 6.3322
H51 -5.6087 3.0068 5.9192
C36 -7.8727 -6.3320 -10.1619
C37 -6.7506 -7.2700 -10.5898
C38 -6.4688 -8.3717 -9.5606
C39 -6.0614 -7.8097 -8.2791
N6 -5.7339 -7.3197 -7.2886
H52 -7.6168 -5.8020 -9.2442
H53 -8.0613 -5.5848 -10.9316
H54 -8.8006 -6.8805 -9.9905
H55 -5.8386 -6.6963 -10.7596
H56 -7.0097 -7.7448 -11.5372
H57 -5.6717 -9.0285 -9.9087
H58 -7.3579 -8.9823 -9.3978
C40 3.2022 3.5788 7.4648
C41 4.2655 4.0315 8.4546
C42 5.6182 4.2235 7.7605
C43 6.0467 2.9797 7.1322
N7 6.3877 2.0045 6.6200
H59 3.4693 2.6211 7.0251
H60 2.2348 3.4573 7.9507
H61 3.0793 4.2953 6.6528
H62 4.3673 3.2913 9.2502
H63 3.9753 4.9694 8.9304
H64 6.3864 4.5418 8.4652
H65 5.5427 4.9829 6.9808
C44 9.6317 -1.4845 7.7025
C45 8.9758 -0.8963 6.4585
C46 8.1602 -1.9253 5.6672
C47 8.9975 -3.0293 5.2105
N8 9.6858 -3.8837 4.8555
H66 10.3446 -2.2683 7.4435
H67 10.1739 -0.7138 8.2504
H68 8.8858 -1.9126 8.3751
H69 9.7415 -0.4717 5.8078
H70 8.3101 -0.0795 6.7394
H71 7.6967 -1.4628 4.7947
H72 7.3642 -2.3394 6.2882
C48 1.9636 -1.0631 6.1005
C49 3.0462 -1.1409 5.0297
C50 3.9462 0.1003 4.9907
C51 3.1758 1.3014 4.6961
N9 2.5719 2.2572 4.4640
H73 1.2834 -0.2305 5.9157
H74 1.3690 -1.9764 6.1156
H75 2.4011 -0.9307 7.0922
H76 2.5850 -1.2799 4.0512
H77 3.6779 -2.0118 5.2087
H78 4.7113 -0.0116 4.2175
H79 4.4484 0.2437 5.9498
C52 -8.9240 0.2828 6.4696
C53 -7.6627 -0.3517 5.8951
C54 -7.0776 -1.4428 6.7986
C55 -6.7058 -0.9071 8.1034
N10 -6.4158 -0.4521 9.1223
H80 -8.7240 0.7816 7.4188
H81 -9.3200 1.0297 5.7819
H82 -9.7007 -0.4649 6.6365
H83 -6.9092 0.4196 5.7290
H84 -7.8908 -0.7882 4.9222
H85 -6.1881 -1.8818 6.3474
H86 -7.8034 -2.2424 6.9522

Values from the calculation:
Gap between HOMO and LUMO: 7.0 eV
E_LUMO: 1.07 eV
Total charge: -1